No. 1
This record from the OMol25 dataset describes one molecule with the formula C5H4 in a non-equilibrium geometry. The level of theory is ωB97M-V/def2-TZVPD.

The SMILES is C#CCC#C. As for the relative energy (zero: lowest compared OMol25 entry of this formula, charge and spin): 47.3 kJ/mol. The calculation puts the orbital gap at 11.1011 eV. Its spin multiplicity is 1.

Atoms and positions in Å:
C -0.3899 1.8210 -1.2693
C 0.1109 0.7682 -0.9531
C 0.4717 -0.6027 -0.5509
C 0.0834 -0.8748 0.8485
C -0.3005 -1.0390 1.9708
H -0.7498 2.8452 -1.4694
H 1.5535 -0.7148 -0.5973
H 0.0296 -1.3677 -1.1591
H -0.6869 -1.1989 2.9498

---

No. 2
This record from the OMol25 dataset describes C20H21Cl2N2O9Ru as an isolated structure in a non-equilibrium geometry. The level of theory is ωB97M-V/def2-TZVPD.

As for the relative energy (zero: lowest compared OMol25 entry of this formula, charge and spin): 0.0 kJ/mol. The calculation puts the orbital gap (spin up / spin down) at 7.8077 / 7.4276 eV. Its spin multiplicity is 6.

Atoms and positions in Å:
Ru -0.1129 -0.0192 -0.4214
O -0.0801 6.1500 -1.4547
C -0.1617 4.8439 -1.2288
C -1.3655 4.1549 -0.9943
C -1.3229 2.7947 -0.7735
N -0.1307 2.1774 -0.7886
C 1.0145 2.7615 -1.0446
C 1.0524 4.1171 -1.2412
C 2.1669 1.8670 -1.1353
O 3.3022 2.3620 -1.1951
O 1.9116 0.5765 -1.0095
C -2.4889 1.8591 -0.5782
O -3.6140 2.3486 -0.4673
O -2.2186 0.5917 -0.6844
H -0.9261 6.5674 -1.3064
H -2.3150 4.6610 -1.0472
H 1.9494 4.6460 -1.4618
Cl -4.4017 -5.2452 -3.3512
C -3.2558 -4.2752 -2.4559
C -2.8300 -4.6406 -1.1593
C -2.0022 -3.8052 -0.4710
Cl -1.5102 -4.2607 1.1503
C -1.4188 -2.6467 -1.0160
O -0.5614 -1.9659 -0.3316
C -1.8374 -2.2977 -2.3524
C -1.1402 -1.2815 -3.0693
O -0.2437 -0.5464 -2.6603
C -2.7715 -3.1514 -3.0083
H -3.2335 -5.5231 -0.6552
H -1.4109 -1.1914 -4.1565
H -3.1515 -2.8266 -3.9699
C 4.7916 0.0329 1.0180
N 3.5004 -0.5709 1.2719
C 3.3789 -1.9105 0.7309
C 2.4191 0.0561 1.7336
C 2.5279 1.4064 2.3499
O 1.2965 -0.4867 1.7498
H 5.5535 -0.6651 1.3635
H 4.9019 0.9676 1.5572
H 4.9000 0.3252 -0.0826
H 4.1186 -2.6147 1.1338
H 3.5814 -1.8736 -0.3857
H 2.3459 -2.3040 0.8688
H 3.4271 1.4674 3.0158
H 1.6139 1.6235 2.8935
H 2.6419 2.0912 1.4878
C -2.1693 -1.1306 3.3805
C -2.3260 -0.4440 2.0360
O -1.0999 0.2189 1.6598
H -3.0001 -1.8360 3.5308
H -2.0920 -0.4313 4.1822
H -1.2290 -1.6949 3.3599
H -3.0771 0.3204 2.0411
H -2.5418 -1.1735 1.2637
H -0.3551 -0.1757 2.1786

---

No. 3
This record from the OMol25 dataset describes C5H9NO as an isolated structure in a non-equilibrium geometry. The level of theory is ωB97M-V/def2-TZVPD.

As for the relative energy (zero: lowest compared OMol25 entry of this formula, charge and spin): 641.2 kJ/mol. The calculation puts the orbital gap (spin up / spin down) at 8.8693 / 8.8668 eV. Its spin multiplicity is 1.

Atoms and positions in Å:
C -1.9771 -0.1945 0.3500
C -0.8494 -0.1080 -0.6764
C 0.0336 1.1463 -0.5519
C 1.0897 0.5662 0.3948
O 2.4275 -1.0718 0.3388
C 0.2793 -1.0365 -0.3592
N 0.8781 -2.0709 -0.4084
H -2.7243 0.5778 0.1405
H -1.6044 -0.0386 1.3674
H -2.4692 -1.1707 0.3154
H -1.2469 -0.2857 -1.6808
H 0.4869 1.3843 -1.5197
H -0.4602 2.0511 -0.1681
H 0.7435 0.4292 1.4178
H 2.0500 1.0713 0.3780
H 3.3428 -1.2494 0.6618